(1)
25
Properties=species:S:1:pos:R:3:forces:R:3 method="wB97M-V/def2-TZVPD" total_energy_ha=-480.87087 homo_ev=-8.677 relative_energy_ev=3.119
H -2.93877 0.66015 0.57923 0.02 0.01 0.04
C -1.03773 0.74117 2.43040 0.00 0.08 -0.14
H 1.59652 1.36105 1.87780 -0.04 -0.02 -0.07
O -0.52002 -1.68337 -1.73526 -0.39 0.21 -0.24
C -2.34480 0.49424 -0.31550 -0.08 0.32 0.00
H 2.03892 -1.52857 -2.92758 -0.03 -0.05 0.12
C 0.51130 -1.13228 -1.50106 1.68 -1.93 2.49
H 2.22905 0.02335 -2.05905 0.07 -0.03 -0.03
H 0.98607 -0.15683 -3.31363 0.05 0.00 -0.03
C -0.23941 0.80633 1.14775 1.22 -2.54 -0.30
C 1.24359 -1.52070 0.04586 0.43 -0.52 -3.50
H 1.26808 1.86897 0.32576 0.05 -0.06 0.09
H -2.75855 1.08101 -1.13509 0.05 -0.07 -0.03
H 1.94916 -0.82730 0.51002 -0.54 0.20 0.27
H -0.37068 0.51887 3.26492 -0.06 -0.09 -0.02
C -0.90005 0.86914 -0.15226 0.53 0.06 -1.76
H 0.21150 -0.35987 0.76945 -1.81 2.82 1.76
O -0.17810 1.01754 -1.16285 -1.17 0.71 1.24
H 0.63158 -2.20385 0.63482 -0.12 0.54 0.24
H 1.94985 -2.19578 -0.44626 0.24 -0.40 0.01
N 0.87964 1.69283 1.24559 0.15 0.37 -0.05
H -1.82082 -0.01131 2.38680 0.04 -0.13 0.06
C 1.51963 -0.66389 -2.51201 -0.39 0.52 -0.06
H -1.50111 1.70565 2.64141 0.00 0.07 -0.03
H -2.40488 -0.55659 -0.59927 0.09 -0.08 -0.04

---

(2)
25
Properties=species:S:1:pos:R:3:forces:R:3 method="wB97M-V/def2-TZVPD" total_energy_ha=-480.87659 homo_ev=-8.277 relative_energy_ev=2.963
H 0.80204 0.33606 2.58056 -0.99 0.64 -0.23
H -2.34163 -0.02336 3.00591 0.45 1.05 -1.66
O -1.65204 1.47972 1.50932 -0.79 0.08 0.14
H 2.32350 -1.44950 -1.94327 0.65 -1.93 -0.93
H -1.81628 -0.45331 -0.80716 -0.83 0.40 -0.17
C -1.11669 -0.19602 -0.03536 2.18 0.22 1.58
H 2.78199 0.17935 -2.34597 -0.22 0.48 -0.39
H -0.82755 0.56043 -2.46895 1.10 -1.16 -0.94
C -0.89692 1.33599 0.29708 -0.28 -2.45 0.69
C -1.55719 0.26005 2.21809 2.60 -1.05 0.25
H -0.05575 -0.59486 3.76324 -0.72 0.80 -1.22
H -1.30808 1.89391 -0.50623 -0.42 1.06 -0.29
H -0.38682 1.08679 3.80309 0.52 0.46 -0.34
C 2.25881 -0.44814 -1.64677 0.15 0.05 2.14
O -1.51222 -0.76536 1.20628 -1.01 0.43 0.78
C 0.09899 -0.06867 -2.71313 0.12 0.58 1.13
C 0.20331 -0.90138 -0.39613 -0.76 0.46 -1.18
H -0.10988 -1.08872 -3.10468 -0.42 0.43 0.12
C -0.19983 0.30723 3.06146 -0.46 -1.81 1.37
H 0.71686 0.44199 -3.49028 -0.52 -0.18 0.76
H -0.09630 -1.86647 -0.80963 0.20 -0.74 0.39
H 0.82179 -1.00866 0.49083 0.10 0.02 -0.06
H 0.16936 1.55680 0.44963 -0.34 -0.05 -0.08
H 2.83948 -0.41480 -0.68204 -0.68 0.24 -0.71
N 0.86105 -0.15906 -1.43589 0.39 1.99 -1.15

---

(3)
26
Properties=species:S:1:pos:R:3:forces:R:3 method="wB97M-V/def2-TZVPD" total_energy_ha=-556.08049 homo_ev=-8.590 relative_energy_ev=3.134
H -1.14464 -0.73152 -1.92167 1.34 0.24 0.47
H 0.85034 -1.59336 -2.87366 0.83 0.24 0.81
C 0.04112 2.57720 0.00508 -0.92 -0.01 -0.10
O -4.71254 -0.21351 -0.78102 2.24 -1.15 -0.60
O -1.85351 0.64713 -0.01570 -0.60 -0.51 -0.59
H -1.58972 0.19019 2.16419 -0.07 -1.46 0.02
C 1.01567 -1.45815 -1.76830 0.59 2.20 -0.76
H 0.06516 0.59764 -2.10208 0.02 -1.33 0.93
H -1.08649 -1.86684 0.20350 0.28 -0.22 1.03
C -3.82795 -0.95435 -1.04604 -2.92 1.28 0.89
H -0.47832 3.07908 0.85579 0.29 -0.07 -0.93
H 1.04795 -2.49481 -1.40341 -0.77 0.64 0.61
H 0.96990 3.16511 -0.25931 -1.18 -0.70 0.04
H -0.24941 -0.64497 3.04412 -1.08 -0.55 -1.33
O -3.14156 -1.84361 -1.32614 0.70 -0.02 -0.16
H -1.68515 -1.67485 2.54973 -0.10 0.94 0.34
H 1.23447 0.76887 -0.03166 1.16 0.26 0.36
H 0.56929 -1.29231 0.79277 -0.24 -0.92 0.42
C -0.51747 -1.19330 0.86714 0.12 3.06 -1.24
C -0.14607 -0.36759 -1.52900 -1.56 0.05 0.48
C 0.38621 1.17683 0.48535 -0.30 -1.20 -0.33
N -0.64298 0.12113 -0.01475 1.62 -0.43 -0.67
C -1.06947 -0.80719 2.24841 0.99 -0.23 0.69
H 0.47111 1.08292 1.58922 -0.01 0.04 -0.83
H 2.05664 -0.97489 -1.53174 -1.87 -0.94 -0.72
H -0.74129 2.41782 -0.83030 1.44 0.78 1.15

---

(4)
26
Properties=species:S:1:pos:R:3:forces:R:3 method="wB97M-V/def2-TZVPD" total_energy_ha=-556.00398 homo_ev=-10.383 relative_energy_ev=5.216
O -0.14365 0.18623 -2.42349 0.09 -0.27 -2.25
H 0.68022 0.19352 1.56610 0.06 -0.09 0.00
H 0.64192 1.84805 0.36734 -0.20 -0.18 -0.14
O -2.39173 -0.77683 -4.77301 0.78 0.31 1.74
H -0.71405 3.19760 -1.25448 0.00 -0.01 0.04
N -1.38930 -0.40267 -4.24442 0.79 0.24 -2.39
H 1.04938 -0.81620 3.83964 0.06 0.05 -0.03
H 0.61032 -2.48965 4.14673 -0.01 -0.01 -0.09
C 0.30309 2.87788 -1.49142 -0.04 0.30 -0.24
H -0.64207 -1.27990 3.90272 -0.04 0.00 -0.02
H -0.33220 -2.67036 1.81206 -0.03 0.07 0.06
H 1.06158 -1.17479 -0.52830 0.13 0.12 -0.01
H -1.27915 0.75968 -0.88660 0.24 0.07 0.30
H -0.61999 -1.59305 -0.56302 -0.11 0.06 0.06
H -0.99607 -0.26108 1.54712 -0.07 -0.07 0.00
H 0.96902 3.72108 -1.28957 -0.03 -0.14 0.03
C 0.00283 -0.61066 1.26501 0.03 0.02 0.06
C -0.22904 0.46034 -1.04489 -1.33 -0.43 1.19
H 1.72059 1.35714 -0.91315 -0.06 -0.02 -0.03
O -1.44272 -0.34576 -2.91634 -0.51 0.05 2.20
C 0.35897 -1.85978 2.06809 0.04 -0.13 -0.20
C 0.68193 1.63921 -0.70463 0.24 -0.04 -0.52
H 1.34897 -2.21972 1.75818 -0.07 0.12 0.05
H 0.33466 2.67020 -2.56148 0.03 0.07 0.02
C 0.07145 -0.80758 -0.24617 0.06 -0.03 0.05
C 0.34502 -1.60293 3.56798 -0.04 -0.05 0.11

---

(5)
27
Properties=species:S:1:pos:R:3:forces:R:3 method="wB97M-V/def2-TZVPD" total_energy_ha=-630.88875 homo_ev=-8.927 relative_energy_ev=14.422
N 0.64212 0.55083 0.98938 -1.20 3.39 0.22
H 1.69375 -2.48821 0.21256 1.01 -1.05 -0.90
H 1.71932 -0.23792 -0.54509 -2.42 -0.99 0.97
C -0.38271 0.28630 1.99557 5.94 -0.62 3.03
C 0.34296 1.65591 0.06259 1.29 -0.21 -0.46
H -1.35308 0.40823 1.51751 -0.45 -0.40 1.28
H 0.25627 -0.89728 2.15072 -4.05 3.22 1.19
H 1.77805 -0.62785 2.65143 3.20 -3.95 -2.99
H 0.54375 2.72076 0.53832 -0.96 -1.97 -0.94
H -0.52092 -2.16942 -2.15828 -1.67 -0.49 -1.33
O 0.22828 -2.04204 -1.62501 0.62 1.85 3.14
H 0.45426 -2.17846 1.39680 1.14 -0.63 -0.20
H -2.07679 1.69293 0.18033 2.41 -1.18 -3.16
O -1.06677 2.16955 -1.85069 0.29 5.75 0.78
C -0.34185 -1.05101 -0.54413 -0.29 -5.77 -0.73
H -1.07866 -1.77594 0.12023 1.52 2.20 -1.51
C 1.39515 -1.77417 0.91129 -1.14 1.05 3.24
H -0.18136 0.65606 -2.03660 -0.87 -3.56 1.06
H 0.09644 1.08756 3.04991 -2.58 -2.47 -3.08
C 0.78853 -0.54603 0.17526 7.31 -2.39 -0.80
H -1.78277 0.19570 -3.10933 -2.45 -2.52 4.92
C -0.91865 -0.01551 -1.27166 -2.12 5.37 -3.02
O -2.16640 -0.39444 -1.84990 2.08 1.87 -6.52
C -1.15050 1.36756 -0.70003 2.15 3.08 4.74
H -0.57897 3.54856 -1.54241 -1.88 -5.23 -0.85
O 2.40550 -1.53507 1.98588 -4.31 3.86 0.83
H 1.25504 1.39339 -0.70465 -2.57 1.78 1.11

---

(6)
25
Properties=species:S:1:pos:R:3:forces:R:3 method="wB97M-V/def2-TZVPD" total_energy_ha=-803.74731 homo_ev=-7.659 relative_energy_ev=5.172
H 1.43222 -3.00410 -0.54453 -1.13 0.85 -0.23
H -1.35314 -1.13546 1.08605 -0.57 0.53 0.51
H -2.10169 0.42659 1.37310 -1.09 2.07 2.39
H -0.43870 1.61474 1.33156 0.56 0.64 -1.20
C -2.97101 -0.78496 -0.23418 0.58 -0.22 3.60
H 2.20796 1.61393 1.25776 -0.60 -0.68 2.47
C 1.02601 -0.96651 0.23703 -1.83 2.59 -0.83
H 0.88236 1.95501 -1.32389 -0.85 0.65 -1.60
H -0.66866 0.15766 -1.13813 0.04 0.02 -2.35
H -3.74071 -1.25769 0.47704 1.27 0.16 -1.35
N -0.34700 1.60556 0.29514 -0.52 0.21 0.53
H -3.47796 -0.06336 -0.75764 -1.23 2.15 -1.15
C 0.79299 2.22918 -0.30931 0.95 -0.06 2.70
H 0.65870 3.24791 0.00071 0.56 0.95 -0.94
H 2.95603 2.20455 0.04709 1.95 1.42 -1.55
H -0.29774 -2.50792 -0.41533 -2.23 -1.39 1.58
C 0.65475 -2.17620 -0.60372 2.72 0.23 -0.27
H 0.42929 -1.91209 -1.63740 1.03 0.37 -0.41
C 2.10115 1.66296 0.22983 -1.45 -1.86 -1.07
H 1.27031 -1.08153 1.34539 -0.47 0.06 -1.49
S 2.39837 -0.02152 -0.50908 -1.86 0.20 1.03
C -1.78851 -0.21180 0.65817 0.72 -4.52 -3.29
C -0.62687 0.35194 -0.12787 1.06 -2.51 3.03
O 3.53554 -0.54922 0.23635 2.23 -0.49 0.37
H -2.53367 -1.39768 -0.97418 0.19 -1.37 -0.51